1.
# C9H14ClI2NOPTi

A molecular structure, C9H14ClI2NOPTi at a distorted geometry (ωB97M-V with the def2-TZVPD basis set, the Open Molecules 2025 dataset).

Values from the calculation:
E_HOMO (alpha / beta): -0.72933 / -0.72932 Eh
Molar mass: 520.3 g mol⁻¹
Charge: +3
LUMO energy (alpha / beta): -14.29 / -14.30 eV
Kohn-Sham gap (alpha / beta): 5.554 / 5.551 eV
Spin multiplicity: 1

```
30
Properties=species:S:1:pos:R:3:mulliken_charge:R:1
I -3.674 -1.860 -1.141 0.32
I -2.560 0.386 -2.271 0.29
Ti -0.127 0.609 -0.407 0.31
P 1.847 -0.931 -1.167 0.99
C 1.509 -2.112 -2.510 -1.32
C 3.009 0.146 -2.016 -1.09
H 3.000 -1.605 0.782 0.46
H 3.525 -2.610 -0.564 0.44
H 1.966 -2.888 0.202 0.38
C 2.679 -2.131 -0.095 -1.11
H 3.346 0.853 -1.285 0.40
H 3.836 -0.424 -2.408 0.42
H 2.405 -2.526 -3.002 0.42
H 0.906 -1.665 -3.319 0.42
H 2.500 0.669 -2.809 0.45
H 0.927 -2.995 -2.193 0.40
C -0.652 -1.116 -0.718 0.47
O -0.927 -2.336 -0.758 -0.21
Cl 1.447 0.437 1.325 -0.17
C -2.905 2.624 2.923 -0.07
C -2.610 1.302 3.227 -0.68
C -1.793 0.628 2.343 -0.13
N -1.403 1.196 1.169 0.22
C -1.605 2.502 0.983 0.11
C -2.387 3.234 1.825 -0.92
H -3.608 3.083 3.595 0.44
H -3.031 0.744 4.078 0.42
H -1.592 -0.428 2.455 0.40
H -1.337 2.975 0.100 0.48
H -2.691 4.239 1.654 0.47
```

***

2.
# C9H14F5IrNOS

A molecular structure, C9H14F5IrNOS (ωB97M-V with the def2-TZVPD basis set, the Open Molecules 2025 dataset).

Values from the calculation:
E_HOMO: -0.45560 Eh
Molar mass: 471.5 g mol⁻¹
Charge: +1
LUMO energy: -3.28 eV
Kohn-Sham gap: 9.119 eV
Spin multiplicity: 1

```
32
Properties=species:S:1:pos:R:3:mulliken_charge:R:1
Ir -0.255 0.735 0.849 1.20
C -0.670 1.791 2.681 -0.34
C -1.908 1.797 1.944 -0.48
C -1.647 2.452 0.720 -0.48
C -0.282 2.886 0.680 -0.36
C 0.314 2.500 1.928 -0.53
H -0.511 1.373 3.663 0.51
H -2.850 1.379 2.260 0.44
H -2.346 2.540 -0.097 0.45
H 0.188 3.447 -0.110 0.49
H 1.332 2.677 2.230 0.45
C -1.060 -2.646 -1.887 -0.82
S -1.355 -0.913 -2.216 0.34
C 0.058 -0.614 -3.265 -0.82
O -1.185 -0.178 -0.900 -0.55
H -1.153 -3.179 -2.834 0.43
H -1.840 -2.994 -1.212 0.36
H -0.065 -2.793 -1.470 0.17
H -0.152 -1.115 -4.211 0.45
H 0.973 -0.990 -2.816 0.20
H 0.123 0.459 -3.427 0.32
N -0.386 -1.264 1.629 -0.69
H 0.492 -1.660 1.955 0.32
H -0.747 -1.874 0.901 0.19
H -1.038 -1.303 2.406 0.34
F 2.561 1.344 0.607 -0.30
C 1.663 0.444 0.093 0.46
F 1.671 0.672 -1.269 -0.22
C 2.374 -0.912 0.250 0.22
F 3.562 -0.945 -0.326 -0.26
F 1.620 -1.896 -0.305 -0.22
F 2.520 -1.221 1.550 -0.26
```

***

3.
# C9H14MnN2PS

A molecular structure, C9H14MnN2PS at a distorted geometry (ωB97M-V with the def2-TZVPD basis set, the Open Molecules 2025 dataset).

Values from the calculation:
E_HOMO (alpha / beta): -0.20289 / -0.20188 Eh
Molar mass: 268.2 g mol⁻¹
Charge: 0
LUMO energy (alpha / beta): -0.41 / -0.43 eV
Kohn-Sham gap (alpha / beta): 5.107 / 5.060 eV
Spin multiplicity: 5

```
28
Properties=species:S:1:pos:R:3:mulliken_charge:R:1
C -1.061 0.002 -2.987 -0.25
C -1.780 1.194 -3.330 -0.58
C -0.935 2.367 -3.397 -0.49
C 0.384 1.834 -3.172 -0.59
C 0.371 0.383 -2.757 -0.55
Mn 1.091 -1.294 -0.659 0.15
P -0.309 -3.337 -0.745 -0.11
H -1.338 -1.083 -3.082 0.17
H -2.790 1.298 -3.639 0.39
H -1.213 3.363 -3.708 0.43
H 1.183 -0.340 -2.995 0.41
H 1.271 2.469 -3.198 0.35
H 0.773 -3.983 -1.367 0.09
H -1.393 -3.479 -1.638 0.13
H -0.577 -4.067 0.448 0.10
C 0.085 -1.374 2.189 -0.96
N 0.380 -0.054 2.733 0.24
C 0.400 0.368 4.062 -0.14
C 0.674 1.687 4.075 -0.51
N 0.822 2.059 2.758 -0.07
C 0.689 0.998 1.914 0.05
S 1.118 1.015 0.251 -0.36
H -0.845 -1.349 1.624 0.41
H 0.896 -1.687 1.517 0.31
H 0.002 -2.086 2.998 0.28
H 0.235 -0.316 4.869 0.39
H 0.795 2.403 4.881 0.40
H 1.070 3.009 2.356 0.29
```

***

4.
# C9H14N2O

2 unconnected molecules or ions with the total composition C9H14N2O at a distorted geometry (ωB97M-V with the def2-TZVPD basis set, the Open Molecules 2025 dataset).

Values from the calculation:
SMILES: COC/C=N\N.C#CCCC#C
E_HOMO: -0.33167 Eh
Molar mass: 166.2 g mol⁻¹
Charge: 0
LUMO energy: 0.84 eV
Kohn-Sham gap: 9.864 eV
Spin multiplicity: 1

```
26
Properties=species:S:1:pos:R:3:mulliken_charge:R:1
C -1.627 0.904 -0.303 -0.91
C -0.799 -1.063 -1.185 -0.43
C 0.053 -1.642 -2.297 -0.25
C 0.760 2.632 -1.090 -0.30
C 1.156 1.981 -0.106 -0.05
C 1.297 1.279 1.128 -0.48
C 0.554 1.930 2.311 -0.70
C 0.327 1.049 3.465 -0.42
C 0.139 0.201 4.299 0.04
H -1.484 0.529 0.717 0.33
H -2.680 0.692 -0.570 0.40
H -1.496 2.005 -0.278 0.27
H -0.418 -1.468 -0.221 0.40
H -1.823 -1.428 -1.290 0.35
H 0.524 -0.927 -2.945 0.45
H -1.244 -3.530 -1.289 0.20
H -0.353 -4.696 -2.121 0.27
H 0.474 3.259 -1.952 0.33
H 2.368 1.179 1.333 0.40
H 0.909 0.256 0.992 0.15
H -0.414 2.330 1.965 0.29
H 1.117 2.812 2.660 0.36
H 0.081 -0.568 5.050 0.41
N 0.229 -2.881 -2.540 -0.45
N -0.333 -3.793 -1.667 -0.42
O -0.750 0.332 -1.241 -0.23
```

***

5.
# C9H14N2O4S

A molecular structure, C9H14N2O4S at a distorted geometry (ωB97M-V with the def2-TZVPD basis set, the Open Molecules 2025 dataset).

Values from the calculation:
E_HOMO: -0.30413 Eh
Molar mass: 246.3 g mol⁻¹
Charge: 0
LUMO energy: 0.17 eV
Kohn-Sham gap: 8.443 eV
Spin multiplicity: 1

```
30
Properties=species:S:1:pos:R:3:mulliken_charge:R:1
C 0.738 0.996 1.717 -0.20
C 1.384 1.208 0.570 -0.19
C -0.389 0.113 4.229 0.53
C -1.752 -1.604 -1.100 0.34
C -0.096 -1.062 0.636 -0.75
C 1.869 2.470 -0.251 -1.12
C -2.428 -1.524 -3.415 -0.68
C 0.162 -0.840 3.183 -0.47
C -1.413 -0.631 0.059 0.25
N 2.487 -1.596 -0.012 -0.65
N 0.171 -0.254 1.826 0.45
O -1.539 0.562 3.875 -0.48
O 0.167 0.412 5.255 -0.58
O -1.829 -2.798 -1.108 -0.59
O -2.058 -0.890 -2.201 -0.31
S 1.325 -0.740 -0.630 0.27
H 0.434 1.804 2.392 0.34
H 0.012 -2.108 0.950 0.52
H 1.970 2.069 -1.274 0.27
H 2.733 2.992 0.079 0.35
H 1.152 3.325 -0.241 0.30
H -3.067 -0.856 -3.930 0.25
H -3.033 -2.340 -3.207 0.32
H -1.411 -1.598 -3.831 0.28
H -0.530 -1.811 3.322 0.30
H 1.225 -1.111 3.537 0.28
H -1.380 0.335 -0.409 0.25
H -2.251 -0.687 0.837 0.08
H 3.226 -1.920 -0.586 0.23
H -1.869 0.021 3.054 0.40
```

***

6.
# C9H14N2PPm

A molecular structure, C9H14N2PPm at a distorted geometry (ωB97M-V with the def2-TZVPD basis set, the Open Molecules 2025 dataset).

Values from the calculation:
E_HOMO (alpha / beta): -0.21279 / -0.21339 Eh
Molar mass: 326.2 g mol⁻¹
Charge: 0
LUMO energy (alpha / beta): -0.12 / -0.12 eV
Kohn-Sham gap (alpha / beta): 5.669 / 5.683 eV
Spin multiplicity: 5

```
27
Properties=species:S:1:pos:R:3:mulliken_charge:R:1
C -2.209 2.383 -0.490 -0.66
C -2.281 2.512 -1.850 -0.15
C -2.020 1.516 -2.841 -0.52
C -1.944 0.097 -2.580 -0.06
C -1.858 -0.453 -1.335 -0.93
Pm -0.274 1.169 -0.980 0.79
P -0.629 2.243 1.707 -0.10
H -2.534 3.244 0.111 0.23
H -2.466 3.525 -2.246 0.26
H -1.927 1.872 -3.883 0.30
H -1.924 -1.530 -1.132 0.32
H -1.854 -0.517 -3.498 0.24
H -1.147 1.367 2.710 0.10
H -1.443 3.340 2.095 0.06
H 0.533 2.750 2.369 0.06
C 2.549 -3.490 0.506 -0.86
N 2.012 -2.170 0.835 0.15
C 2.163 -1.519 2.067 -0.51
C 1.584 -0.288 1.946 -0.38
N 1.061 -0.178 0.639 -0.22
C 1.334 -1.343 0.018 -0.17
H 3.651 -3.467 0.476 0.32
H 2.233 -4.221 1.264 0.33
H 2.160 -3.792 -0.473 0.30
H 2.666 -1.986 2.898 0.41
H 1.492 0.510 2.683 0.35
H 1.073 -1.573 -1.014 0.34
```

***

7.
# C9H14N2PPm

A molecular structure, C9H14N2PPm at a distorted geometry (ωB97M-V with the def2-TZVPD basis set, the Open Molecules 2025 dataset).

Values from the calculation:
E_HOMO (alpha / beta): -0.18469 / -0.20103 Eh
Molar mass: 326.2 g mol⁻¹
Charge: 0
LUMO energy (alpha / beta): -0.14 / -0.63 eV
Kohn-Sham gap (alpha / beta): 4.883 / 4.842 eV
Spin multiplicity: 5

```
27
Properties=species:S:1:pos:R:3:mulliken_charge:R:1
C 0.099 2.447 -1.699 -0.38
C -0.447 2.203 -2.988 -0.84
C -1.784 1.721 -2.829 -0.36
C -2.086 1.708 -1.436 -0.87
C -0.939 2.136 -0.722 -0.30
Pm 2.056 -0.103 0.714 0.54
P 2.621 2.483 1.349 -0.12
H 1.101 2.807 -1.452 0.33
H 0.068 2.349 -3.935 0.39
H -2.463 1.433 -3.626 0.42
H -0.856 2.261 0.358 0.38
H -3.042 1.428 -0.996 0.44
H 2.149 3.260 2.460 0.11
H 3.657 3.392 0.974 0.11
H 3.459 1.505 2.105 0.04
C -1.376 -1.853 -0.405 -0.78
C -0.487 -2.293 0.678 0.34
N 0.496 -1.558 1.220 -0.22
C 1.155 -2.379 2.174 -0.09
C 0.504 -3.570 2.216 -0.67
N -0.512 -3.501 1.255 -0.04
H -1.069 -2.303 -1.365 0.29
H -2.406 -2.166 -0.171 0.36
H -1.348 -0.761 -0.488 0.02
H 1.993 -1.990 2.749 0.30
H 0.682 -4.452 2.811 0.38
H -1.224 -4.204 1.050 0.23
```

***

8.
# C9H14N2PSr

A molecular structure, C9H14N2PSr at a distorted geometry (ωB97M-V with the def2-TZVPD basis set, the Open Molecules 2025 dataset).

Values from the calculation:
E_HOMO: -0.02250 Eh
Molar mass: 268.8 g mol⁻¹
Charge: -1
LUMO energy: 2.59 eV
Kohn-Sham gap: 3.203 eV
Spin multiplicity: 1

```
27
Properties=species:S:1:pos:R:3:mulliken_charge:R:1
C 0.560 0.333 -3.093 -0.50
C -0.577 -0.452 -3.468 -0.69
C -0.298 -1.816 -3.126 -0.41
C 1.032 -1.883 -2.618 -0.68
C 1.568 -0.557 -2.570 -0.74
Sr 1.279 1.237 0.509 -0.04
P -0.339 3.573 -0.471 -0.25
H 0.688 1.413 -3.264 0.47
H -1.507 -0.082 -3.907 0.37
H -0.996 -2.657 -3.240 0.36
H 2.591 -0.278 -2.278 0.51
H 1.544 -2.786 -2.288 0.46
H -1.484 4.093 0.228 0.07
H -0.812 3.949 -1.794 0.08
H 0.491 4.754 -0.260 0.09
C -0.407 1.101 3.115 -1.09
C -0.188 -0.296 2.623 0.75
N 0.222 -0.663 1.405 -0.65
C 0.096 -2.053 1.322 -0.50
C -0.321 -2.510 2.538 -0.41
N -0.497 -1.380 3.336 -0.18
H -1.317 1.081 3.736 0.70
H 0.445 1.426 3.736 0.23
H -0.637 1.825 2.300 -0.20
H 0.263 -2.540 0.368 0.42
H -0.519 -3.506 2.894 0.38
H -0.879 -1.328 4.268 0.44
```